Entry A
The following is a DFT calculation (ωB97M-V/def2-TZVPD) of a cluster of 2 separate species, C4H8O3 in total.

Each atom is followed by the atoms it is bonded to, with distances in Å.
Cartesian coordinates (Å):
1 O 0.42776 1.40194 -2.84273  H12 0.874, H15 0.939
2 O 1.26376 -1.78702 0.33421  C4 1.182
3 O -2.03297 -1.74649 -0.10916  C7 1.179
4 C 1.41436 -0.98291 1.18721  O2 1.182, C5 1.481, H9 1.161
5 C 0.65515 0.25551 0.90038  C4 1.481, C6 1.539, H10 1.119, H13 1.141
6 C -0.75944 0.15989 0.30139  C5 1.539, C7 1.503, H8 1.072, H11 1.127
7 C -1.62429 -1.00030 0.70649  O3 1.179, C6 1.503, H14 1.049
8 H -0.85563 0.22561 -0.76379  C6 1.072
9 H 2.14918 -1.06026 2.08226  C4 1.161
10 H 1.32118 0.64209 0.08873  C5 1.119
11 H -1.20472 1.15185 0.59687  C6 1.127
12 H 0.07896 2.12736 -2.50105  O1 0.874
13 H 0.74191 1.03542 1.72930  C5 1.141
14 H -1.77320 -1.14153 1.73493  C7 1.049
15 H 0.19800 0.71883 -3.44503  O1 0.939

Calculated values
Orbital gap, eV: 10.406
Structure (SMILES): O=CCCC=O.O
Lowest unoccupied orbital energy, eV: 0.704
2S+1: 1

***

Entry B
The following is a DFT calculation (ωB97M-V/def2-TZVPD) of the molecule C4H8O3.

Each atom is followed by the atoms it is bonded to, with distances in Å.
Cartesian coordinates (Å):
1 O -2.18141 -1.06698 0.06487  C6 1.402, H13 0.971
2 O 0.39975 -1.70022 -0.18136  C5 1.212
3 O 1.06818 0.33948 0.50262  C4 1.432, C5 1.333
4 C 2.42676 -0.06180 0.29648  O3 1.432, H10 1.090, H11 1.094, H12 1.091
5 C 0.14889 -0.56978 0.17701  O2 1.212, O3 1.333, C6 1.519
6 C -1.26550 -0.01685 0.22219  O1 1.402, C5 1.519, C7 1.531, H8 1.098
7 C -1.40859 1.03054 -0.88519  C6 1.531, H9 1.093, H14 1.094, H15 1.096
8 H -1.42848 0.45616 1.19962  C6 1.098
9 H -2.45682 1.32732 -0.96777  C7 1.093
10 H 3.03843 0.71714 0.75123  C4 1.090
11 H 2.63034 -0.13070 -0.77593  C4 1.094
12 H 2.61541 -1.03106 0.76149  C4 1.091
13 H -1.66997 -1.82975 -0.25017  O1 0.971
14 H -0.79713 1.91232 -0.67099  C7 1.094
15 H -1.09458 0.60725 -1.84612  C7 1.096

Calculated values
Orbital gap, eV: 11.318
Structure (SMILES): COC(=O)[C@@H](C)O
Lowest unoccupied orbital energy, eV: 0.810
2S+1: 1

***

Entry C
The following is a DFT calculation (ωB97M-V/def2-TZVPD) of a cluster of 2 separate species, C4H8O3 in total.

Each atom is followed by the atoms it is bonded to, with distances in Å.
Cartesian coordinates (Å):
1 O 0.93438 1.23371 1.46766  C5 1.269
2 O 2.66747 -0.51291 1.84906  C6 1.264, H9 1.116
3 O 1.40413 -1.46570 0.24348  C4 1.723, C6 1.268
4 C 0.29239 -0.24737 -0.25452  O3 1.723, C5 1.388, H15 1.072
5 C 0.16147 0.89737 0.51865  O1 1.269, C4 1.388, H10 1.121
6 C 2.36563 -1.46055 1.06969  O2 1.264, O3 1.268, H14 1.107
7 C -2.33740 0.58016 -1.48769  H8 1.090, H11 1.091, H12 1.091, H13 1.095
8 H -1.25617 0.57865 -1.62812  C7 1.090
9 H 1.91061 0.29539 1.71341  O2 1.116
10 H -0.62547 1.64394 0.23697  C5 1.121
11 H -2.77535 -0.02730 -2.28048  C7 1.091
12 H -2.69011 1.61079 -1.55093  C7 1.091
13 H -2.60858 0.16328 -0.51197  C7 1.095
14 H 3.02828 -2.34394 1.15019  C6 1.107
15 H -0.47128 -0.94551 -0.53539  C4 1.072

Calculated values
Orbital gap, eV: 9.530
Lowest unoccupied orbital energy, eV: 0.787
2S+1: 1

***

Relative energies, unit hartree: entry A 0.0942; entry B 0.0000; entry C 0.1091

***

Entry A
The following is a DFT calculation (ωB97M-V/def2-TZVPD) of a cluster of 2 separate species, C4H8O3 in total.

Each atom is followed by the atoms it is bonded to, with distances in Å.
Cartesian coordinates (Å):
1 O -1.66294 0.69861 -0.32275  C4 1.431, C7 1.337
2 O 1.06366 1.51199 1.54415  C6 1.201
3 O 0.44060 0.67945 -1.15477  C7 1.203
4 C -2.17972 0.65428 -1.65606  O1 1.431, H13 1.092, H14 1.089, H15 1.092
5 C 2.05098 -1.54446 0.91199  H8 1.092, H9 1.094, H11 1.093, H12 1.097
6 C 0.05066 0.94626 1.23447  O2 1.201, C7 1.530, H10 1.108
7 C -0.32993 0.75032 -0.23423  O1 1.337, O3 1.203, C6 1.530
8 H 2.23706 -0.47973 0.75828  C5 1.092
9 H 2.34209 -1.82934 1.92731  C5 1.094
10 H -0.68525 0.56007 1.96669  C6 1.108
11 H 2.62504 -2.12257 0.18362  C5 1.093
12 H 0.98539 -1.76079 0.76963  C5 1.097
13 H -1.95369 -0.31231 -2.11107  C4 1.092
14 H -3.25567 0.79816 -1.56472  C4 1.089
15 H -1.72829 1.45006 -2.25252  C4 1.092

Calculated values
Orbital gap, eV: 10.205
Structure (SMILES): COC(=O)C=O.C
Lowest unoccupied orbital energy, eV: -0.139
2S+1: 1

***

Entry B
The following is a DFT calculation (ωB97M-V/def2-TZVPD) of a cluster of 2 separate species, C4H8O3 in total.

Each atom is followed by the atoms it is bonded to, with distances in Å.
Cartesian coordinates (Å):
1 O 0.81708 -1.12174 -3.10791  H10 0.955, H15 0.968
2 O -2.20414 1.52772 1.98355  C4 1.196
3 O 2.17594 0.60659 -0.55217  C6 1.201
4 C -1.74484 0.43922 1.79623  O2 1.196, C7 1.513, H9 1.111
5 C 0.09536 -0.28259 0.29404  C6 1.511, C7 1.547, H11 1.090, H13 1.090
6 C 0.99079 0.72072 -0.39529  O3 1.201, C5 1.511, H12 1.114
7 C -0.26788 0.11392 1.74460  C4 1.513, C5 1.547, H8 1.089, H14 1.087
8 H -0.04119 -0.65272 2.48343  C7 1.089
9 H -2.39338 -0.44320 1.60702  C4 1.111
10 H 1.71006 -1.43643 -3.23057  O1 0.955
11 H -0.81508 -0.30500 -0.30543  C5 1.090
12 H 0.42786 1.56829 -0.84929  C6 1.114
13 H 0.45267 -1.30730 0.19485  C5 1.090
14 H 0.26236 1.00666 2.06458  C7 1.087
15 H 0.53440 -0.43413 -3.72766  O1 0.968

Calculated values
Orbital gap, eV: 10.656
Structure (SMILES): O=CCCC=O.O
Lowest unoccupied orbital energy, eV: 0.738
2S+1: 1

***

Entry C
The following is a DFT calculation (ωB97M-V/def2-TZVPD) of a cluster of 2 separate species, C4H8O3 in total.

Each atom is followed by the atoms it is bonded to, with distances in Å.
Cartesian coordinates (Å):
1 O 1.96187 0.77377 1.08880  C5 1.208
2 O 0.76171 -1.43234 -0.77268  C4 1.215
3 O -1.46026 -0.98389 0.57468  C6 1.402, H9 0.973
4 C 0.36397 -0.28483 -0.79731  O2 1.215, C6 1.514, H10 1.104
5 C 2.50817 -0.21861 1.50705  O1 1.208, H11 1.105, H14 1.105
6 C -0.88244 0.13250 -0.04585  O3 1.402, C4 1.514, C7 1.526, H15 1.101
7 C -1.86851 0.81721 -0.98871  C6 1.526, H8 1.095, H12 1.093, H13 1.096
8 H -2.17699 0.13459 -1.78711  C7 1.095
9 H -0.88618 -1.73537 0.34664  O3 0.973
10 H 0.87737 0.49186 -1.39089  C4 1.104
11 H 3.18041 -0.17771 2.38344  C5 1.105
12 H -2.75831 1.11314 -0.42725  C7 1.093
13 H -1.42634 1.71554 -1.43487  C7 1.096
14 H 2.35712 -1.20501 1.03166  C5 1.105
15 H -0.55156 0.85917 0.71239  C6 1.101

Calculated values
Orbital gap, eV: 10.792
Structure (SMILES): C[C@@H](O)C=O.C=O
Lowest unoccupied orbital energy, eV: 0.593
2S+1: 1

***

Relative energies, unit hartree: entry A 0.0000; entry B 0.0100; entry C 0.0148

***

Entry A
The following is a DFT calculation (ωB97M-V/def2-TZVPD) of a cluster of 2 separate species, C4H8O3 in total.

Each atom is followed by the atoms it is bonded to, with distances in Å.
Cartesian coordinates (Å):
1 O -2.48529 -1.43163 0.49061  C5 1.372, H15 0.969
2 O 0.29998 -1.73372 -0.45144  C6 1.224
3 O 0.62825 0.40973 0.46206  C4 1.421, C6 1.505
4 C 2.02974 0.23658 0.29958  O3 1.421, H8 1.093, H10 1.093, H13 1.096
5 C -1.43450 -0.58435 0.73380  O1 1.372, C6 1.371, H9 1.081
6 C -0.19085 -0.82691 0.20895  O2 1.224, O3 1.505, C5 1.371
7 C -0.50989 1.23295 -0.87098  H11 1.082, H12 1.087, H14 1.086
8 H 2.26656 -0.28072 -0.63356  C4 1.093
9 H -1.61645 0.17340 1.48268  C5 1.081
10 H 2.48129 1.23104 0.32887  C4 1.093
11 H -1.54740 1.45136 -0.65661  C7 1.082
12 H 0.14837 2.09622 -0.82352  C7 1.087
13 H 2.40218 -0.35581 1.14286  C4 1.096
14 H -0.34682 0.56683 -1.71269  C7 1.086
15 H -2.12518 -2.18496 -0.00062  O1 0.969

Calculated values
Orbital gap (alpha / beta), eV: 6.151 / 7.501
Lowest unoccupied orbital energy (alpha / beta), eV: -0.678 / 0.067
2S+1: 1

***

Entry B
The following is a DFT calculation (ωB97M-V/def2-TZVPD) of a cluster of 2 separate species, C4H8O3 in total.

Each atom is followed by the atoms it is bonded to, with distances in Å.
Cartesian coordinates (Å):
1 O 0.68051 1.13412 -0.26458  C7 1.218
2 O 1.20539 -0.98073 0.26356  C4 1.432, C7 1.335
3 O -2.09567 0.87515 1.30447  H8 0.970, H14 0.970
4 C 2.45678 -0.48199 0.74786  O2 1.432, H10 1.093, H11 1.091, H12 1.093
5 C -0.85411 -0.59890 -0.82564  C6 1.336, C7 1.484, H13 1.088
6 C -1.66585 0.22232 -1.49842  C5 1.336, H9 1.086, H15 1.088
7 C 0.41744 -0.05465 -0.28723  O1 1.218, O2 1.335, C5 1.484
8 H -1.84649 -0.02734 1.05027  O3 0.970
9 H -2.71566 -0.00565 -1.65619  C6 1.086
10 H 2.31007 0.24932 1.54697  C4 1.093
11 H 3.00903 -1.35065 1.10924  C4 1.091
12 H 2.99305 -0.00055 -0.07406  C4 1.093
13 H -1.17956 -1.57738 -0.47731  C5 1.088
14 H -1.40080 1.39152 0.86589  O3 0.970
15 H -1.31413 1.20541 -1.80484  C6 1.088

Calculated values
Orbital gap, eV: 10.667
Structure (SMILES): C=CC(=O)OC.O
Lowest unoccupied orbital energy, eV: 0.252
2S+1: 1

***

Relative energies, unit hartree: entry A 0.1550; entry B 0.0000

***

Entry A
The following is a DFT calculation (ωB97M-V/def2-TZVPD) of a cluster of 2 separate species, ClH2O2PS in total.

Each atom is followed by the atoms it is bonded to, with distances in Å.
Cartesian coordinates (Å):
1 Cl 1.20733 1.16291 2.30871  H6 1.303
2 S -0.42880 -1.59952 0.91149  P3 1.903
3 P -0.44423 -0.81198 -0.82040  S2 1.903, O4 1.464, O5 1.675
4 O 0.14548 -1.39177 -2.02838  P3 1.464
5 O -1.35051 0.56832 -1.10162  P3 1.675, H7 1.043
6 H 2.32413 1.53256 2.86926  Cl1 1.303
7 H -1.45341 0.53948 -2.13906  O5 1.043

Calculated values
Orbital gap, eV: 9.733
Structure (SMILES): O=P(O)=S.Cl
Lowest unoccupied orbital energy, eV: -0.506
2S+1: 1

***

Entry B
The following is a DFT calculation (ωB97M-V/def2-TZVPD) of a cluster of 2 separate species, ClH2O2PS in total.

Each atom is followed by the atoms it is bonded to, with distances in Å.
Cartesian coordinates (Å):
1 Cl 1.52825 1.67425 0.34132  P3 1.977
2 S 1.97776 -1.57672 0.16378  P3 1.960
3 P 0.72324 -0.08657 -0.05756  Cl1 1.977, S2 1.960, O5 1.562
4 O -1.86345 0.32852 0.80296  H7 0.897
5 O 0.26599 -0.12031 -1.55108  P3 1.562, H6 1.015
6 H -0.72022 -0.17858 -1.31826  O5 1.015
7 H -1.91156 -0.04059 1.61883  O4 0.897

Calculated values
Orbital gap (alpha / beta), eV: 6.837 / 6.831
Lowest unoccupied orbital energy (alpha / beta), eV: -3.136 / -3.134
2S+1: 1

***

Relative energies, unit hartree: entry A 0.0000; entry B 0.1207